{
  "formula": "C25H42Cl4F4IN2O6S2",
  "method": "ωB97M-V with the def2-TZVPD basis set",
  "charge": 1,
  "fmax_ev_per_a": 6.49,
  "total_energy_ev": -132579.5885,
  "homo_ev": -10.71,
  "multiplicity": 1,
  "symbols": ["C", "C", "C", "N", "C", "C", "C", "Cl", "C", "S", "S", "C", "C", "C", "C", "F", "C", "F", "F", "O", "C", "Cl", "C", "Cl", "C", "C", "Cl", "C", "I", "C", "O", "N", "C", "O", "F", "H", "H", "H", "H", "H", "H", "H", "H", "H", "H", "H", "H", "H", "H", "H", "H", "H", "H", "H", "H", "H", "H", "H", "H", "C", "C", "O", "H", "H", "H", "H", "H", "H", "C", "C", "O", "H", "H", "H", "H", "H", "H", "C", "C", "O", "H", "H", "H", "H", "H", "H"],
  "xyz": [[0.304, 4.563, -2.772], [0.817, 3.006, -2.724], [-0.362, 1.933, -2.953], [-0.924, 1.173, -1.793], [-1.174, 2.157, -0.664], [-0.048, 2.489, 0.411], [-0.845, 3.349, 1.574], [-0.006, 4.997, 1.804], [-2.371, 0.762, -2.188], [-2.633, 0.311, -4.009], [-3.638, 2.182, -2.167], [-2.938, -0.493, -1.370], [-4.534, -0.434, -1.019], [-4.860, 0.305, 0.372], [-6.372, 0.870, 0.398], [-7.157, 0.501, 1.550], [-6.904, 1.674, -0.697], [-7.725, 0.981, -1.658], [-6.649, 3.070, -0.852], [-2.294, -0.725, -0.102], [-0.842, -0.984, -0.241], [-0.961, -2.809, -0.699], [-0.346, -0.938, 1.259], [-1.338, 0.087, 2.461], [0.726, -1.623, 1.885], [1.687, -2.573, 1.053], [1.085, -1.450, 3.686], [-0.122, -0.056, -1.362], [0.066, -1.587, -3.009], [1.463, 0.186, -1.227], [2.195, 0.248, -2.280], [2.295, 0.310, -0.001], [3.111, 1.532, 0.050], [2.991, 2.367, 0.990], [4.167, 1.854, -0.886], [-0.146, 4.878, -1.751], [1.190, 5.245, -3.050], [-0.517, 4.677, -3.586], [1.520, 2.966, -3.652], [1.516, 2.819, -1.846], [-1.143, 2.620, -3.474], [0.028, 1.270, -3.823], [-2.038, 1.816, 0.039], [-1.371, 3.227, -1.075], [0.420, 1.640, 0.996], [0.780, 3.211, 0.100], [-0.770, 2.827, 2.598], [-1.920, 3.596, 1.266], [-2.629, 1.495, -4.757], [-3.401, 2.929, -3.326], [-2.891, -1.401, -2.099], [-5.186, -0.135, -1.905], [-4.796, -1.553, -0.829], [-4.705, -0.403, 1.271], [-4.116, 1.181, 0.553], [2.802, -2.513, 1.367], [1.679, -2.282, -0.069], [1.346, -3.677, 1.155], [2.996, -0.464, -0.083], [3.617, -5.801, 4.492], [3.983, -4.348, 4.271], [3.193, -3.797, 3.221], [3.772, -6.380, 3.577], [4.220, -6.238, 5.292], [2.560, -5.898, 4.755], [5.034, -4.256, 3.987], [3.819, -3.760, 5.180], [2.266, -3.873, 3.484], [1.531, -10.216, 6.097], [1.898, -8.763, 5.876], [1.107, -8.214, 4.827], [1.686, -10.795, 5.182], [2.134, -10.653, 6.897], [0.474, -10.313, 6.360], [2.948, -8.672, 5.591], [1.734, -8.174, 6.784], [0.180, -8.291, 5.091], [2.043, 8.199, -5.842], [2.000, 7.223, -4.684], [2.239, 5.897, -5.148], [1.294, 7.935, -6.594], [1.855, 9.219, -5.500], [3.017, 8.168, -6.338], [1.018, 7.241, -4.205], [2.755, 7.474, -3.932], [3.113, 5.888, -5.563]],
  "lowdin_charge": [-0.08, -0.18, -0.21, -0.20, -0.18, -0.23, -0.51, 0.50, -0.81, 0.71, 0.80, -0.37, -0.14, -0.11, -0.09, 0.00, -0.11, 0.03, 0.03, -0.22, -0.63, 0.58, -0.52, 0.65, -0.59, -0.14, 0.64, -0.41, 1.14, -0.36, -0.02, 0.12, -0.32, 0.11, 0.04, 0.08, 0.07, 0.10, 0.14, 0.09, 0.10, 0.11, 0.11, 0.13, 0.08, 0.07, 0.06, 0.09, -0.07, -0.08, 0.11, 0.11, 0.15, 0.14, 0.11, 0.10, 0.05, 0.11, 0.15, -0.09, -0.30, -0.15, 0.08, 0.08, 0.07, 0.12, 0.11, 0.04, -0.09, -0.33, -0.10, 0.08, 0.08, 0.07, 0.11, 0.11, 0.08, -0.09, -0.34, -0.11, 0.08, 0.08, 0.08, 0.10, 0.11, 0.09]
}